Record 1
Here is a 2-piece molecular cluster, CH7FN3P overall from the Open Molecules 2025 dataset. Energies are from ωB97M-V/def2-TZVPD.

CARTESIAN COORDINATES (ANGSTROEM)
C -1.996 -0.193 -0.348
N 2.378 1.098 0.008
N 1.101 -0.933 1.213
N -1.234 0.975 -0.038
F 1.052 -0.861 -1.275
P 1.127 0.188 -0.001
H -3.058 0.067 -0.230
H -1.847 -0.588 -1.359
H -1.770 -0.977 0.378
H 2.444 1.824 -0.681
H 1.761 -1.686 1.064
H 1.202 -0.497 2.118
H -1.160 1.584 -0.850

Total charge = 0
LUMO energy (alpha / beta) = -0.41 / -0.41 eV
HOMO level (alpha / beta) = -8.876 / -8.868 eV

***

Record 2
Here is an isolated ion of composition CH7IN5 and charge +1 from the Open Molecules 2025 dataset. Energies are from ωB97M-V/def2-TZVPD.

CARTESIAN COORDINATES (ANGSTROEM)
C 0.109 -0.061 -0.896
N -1.266 1.727 -0.445
N -0.096 1.289 -0.471
N 1.337 -0.821 0.178
N -1.029 -0.893 -0.855
N 1.070 -0.758 1.574
I -2.581 -0.365 0.437
H 0.506 0.018 -1.988
H -1.349 2.596 0.072
H 1.236 -1.768 -0.111
H -1.471 -1.068 -1.783
H 1.142 -1.588 2.200
H 1.750 -0.075 1.972
H 0.644 1.769 0.114

Total charge = +1
LUMO energy (alpha / beta) = -6.02 / -6.01 eV
HOMO level (alpha / beta) = -12.365 / -12.366 eV

***

Record 3
Here is a 2-piece molecular cluster, CH7ISi2 overall from the Open Molecules 2025 dataset. Energies are from ωB97M-V/def2-TZVPD.

CARTESIAN COORDINATES (ANGSTROEM)
C 0.656 -0.095 -0.670
Si 2.149 0.722 0.304
Si -3.420 -1.689 0.569
I -5.285 0.026 0.208
H 0.007 0.670 -1.136
H 1.024 -0.823 -1.444
H 2.409 2.026 -0.616
H 1.533 0.990 1.555
H 3.176 -0.478 0.176
H 0.020 -0.718 0.159
H -2.270 -0.631 0.896

Total charge = 0
LUMO energy = -1.40 eV
HOMO level = -8.926 eV

***

Record 4
Here is a 2-piece molecular cluster, CH7N2 overall from the Open Molecules 2025 dataset. Energies are from ωB97M-V/def2-TZVPD.

CARTESIAN COORDINATES (ANGSTROEM)
C 0.278 0.703 -0.198
N -0.908 0.503 -0.643
N 1.279 -0.130 -0.298
H -1.103 -0.333 -1.192
H 0.395 1.650 0.324
H -1.253 -1.227 1.492
H -1.652 1.057 -0.342
H 2.258 0.072 0.021
H 1.192 -1.032 -0.667
H -0.487 -1.263 1.502

Total charge = +1
LUMO energy = -3.95 eV
HOMO level = -16.678 eV

***

Record 5
Here is a 2-piece molecular cluster, CH7N2 overall from the Open Molecules 2025 dataset. Energies are from ωB97M-V/def2-TZVPD.

CARTESIAN COORDINATES (ANGSTROEM)
N -0.334 -1.166 1.286
H 0.674 -1.162 1.465
H -0.697 -0.767 2.153
H -0.436 -0.505 0.424
H -0.662 -2.117 1.130
C 0.290 0.959 -1.654
N 0.127 0.885 -0.373
H 0.607 1.943 -2.024
H 0.627 0.095 -2.235
H -0.196 1.836 -0.172

Total charge = +1
LUMO energy = -3.65 eV
HOMO level = -15.555 eV

***

Record 6
Here is a 2-piece molecular cluster, CH7N2O overall from the Open Molecules 2025 dataset. Energies are from ωB97M-V/def2-TZVPD.

CARTESIAN COORDINATES (ANGSTROEM)
O 1.687 0.668 1.240
H 1.107 0.513 1.984
N 0.528 -0.606 -0.811
C -0.878 -0.487 -0.895
N -1.470 0.312 0.230
H 1.042 -0.374 -1.646
H 1.254 0.152 0.474
H -1.195 0.053 -1.813
H -1.395 -1.459 -0.957
H -1.486 -0.232 1.083
H -0.785 1.055 0.280

Total charge = -1
LUMO energy = 5.00 eV
HOMO level = -1.950 eV

***

Record 7
Here is a 2-piece molecular cluster, CH7N2O overall from the Open Molecules 2025 dataset. Energies are from ωB97M-V/def2-TZVPD.

CARTESIAN COORDINATES (ANGSTROEM)
O 2.155 0.793 0.581
H 1.893 1.151 1.441
N 0.376 -0.759 -0.947
C -0.798 -0.775 -0.146
N -1.126 0.541 0.241
H 0.184 -0.265 -1.793
H 1.030 -0.086 -0.388
H -1.699 -1.186 -0.689
H -0.676 -1.431 0.716
H -0.898 0.806 1.307
H -0.441 1.211 -0.322

Total charge = -1
LUMO energy = 4.69 eV
HOMO level = -2.963 eV

***

Record 8
Here is a 2-piece molecular cluster, CH7N2O overall from the Open Molecules 2025 dataset. Energies are from ωB97M-V/def2-TZVPD.

CARTESIAN COORDINATES (ANGSTROEM)
N -0.889 -0.240 0.035
C -0.170 0.775 -0.329
N -0.487 1.568 -1.331
H -1.556 -0.805 -0.469
H -0.828 -0.693 0.939
H 0.447 1.151 0.476
H 0.157 2.098 -1.915
H -1.260 1.295 -1.933
H 1.138 -2.168 1.953
H 2.147 -1.312 1.414
O 1.301 -1.668 1.160

Total charge = +1
LUMO energy = -4.09 eV
HOMO level = -15.787 eV

***

Record 9
Here is a 2-piece molecular cluster, CH7N2OPS overall from the Open Molecules 2025 dataset. Energies are from ωB97M-V/def2-TZVPD.

CARTESIAN COORDINATES (ANGSTROEM)
C 1.479 1.552 -0.422
N -1.468 -0.716 -1.362
N -1.159 -0.717 1.097
O 0.209 0.888 -0.330
P -0.151 -0.638 -0.287
S 1.789 -0.952 2.301
H 1.345 2.526 0.021
H 2.014 1.547 -1.355
H 2.092 0.909 0.331
H -1.608 -1.339 -2.213
H -2.412 -0.848 -0.858
H -0.488 -0.580 1.858
H -1.643 -1.632 1.218

Total charge = 0
LUMO energy (alpha / beta) = -2.74 / -2.32 eV
HOMO level (alpha / beta) = -8.392 / -8.593 eV

***

Record 10
Here is a 2-piece molecular cluster, CH7N2S overall from the Open Molecules 2025 dataset. Energies are from ωB97M-V/def2-TZVPD.

CARTESIAN COORDINATES (ANGSTROEM)
S -1.873 -1.658 0.472
H -1.893 -2.860 1.048
N 1.075 1.505 0.856
C 1.231 1.609 -0.641
N 1.471 0.381 -1.334
H 0.474 2.263 1.120
H 0.564 0.650 0.970
H 0.272 1.982 -1.027
H 1.979 2.363 -0.873
H 2.326 -0.051 -1.018
H 0.742 -0.288 -1.216

Total charge = 0
LUMO energy (alpha / beta) = 0.79 / -2.84 eV
HOMO level (alpha / beta) = -9.242 / -9.241 eV
2S+1 = 2

***

Record 11
Here is an isolated ion of composition CH7N2S and charge +1 from the Open Molecules 2025 dataset. Energies are from ωB97M-V/def2-TZVPD.

CARTESIAN COORDINATES (ANGSTROEM)
C -0.070 -0.098 -0.420
N 0.709 -1.154 -0.041
N 0.418 1.315 0.038
S -2.090 -0.227 0.274
H -0.418 0.060 -1.443
H 1.121 -1.878 -0.743
H 0.709 -1.519 0.882
H 0.857 1.093 0.857
H -0.352 1.910 0.304
H 0.958 1.804 -0.726
H -1.843 -1.306 1.018

Total charge = +1
LUMO energy = -3.83 eV
HOMO level = -13.820 eV

***

Record 12
Here is a 2-piece molecular cluster, CH7N2Si overall from the Open Molecules 2025 dataset. Energies are from ωB97M-V/def2-TZVPD.

CARTESIAN COORDINATES (ANGSTROEM)
C -1.087 0.923 -1.690
N -1.349 0.694 -0.458
N 0.783 -0.458 0.401
Si 1.318 -1.115 1.781
H -1.531 1.796 -2.083
H -1.954 1.285 -0.037
H -0.154 -0.072 0.057
H -0.271 0.453 -2.219
H 2.321 -1.991 2.417
H 0.210 -0.748 2.765
H 1.279 -0.351 -0.448

Total charge = +1
LUMO energy = -5.28 eV
HOMO level = -15.021 eV

***

Record 13
Here is a 2-piece molecular cluster, CH7N3 overall from the Open Molecules 2025 dataset. Energies are from ωB97M-V/def2-TZVPD.

CARTESIAN COORDINATES (ANGSTROEM)
N 0.667 2.685 -0.293
H 0.978 1.791 0.071
H 0.604 2.534 -1.293
H 1.392 3.369 -0.118
N -1.178 -0.987 0.951
C -0.309 -1.650 0.106
N -0.426 -2.140 -1.068
H -0.830 -0.513 1.770
H -1.801 -0.306 0.529
H 0.694 -1.857 0.492
H 0.208 -2.925 -1.149

Total charge = 0
LUMO energy = 0.76 eV
HOMO level = -9.332 eV

***

Record 14
Here is a 2-piece molecular cluster, CH7N3O overall from the Open Molecules 2025 dataset. Energies are from ωB97M-V/def2-TZVPD.

CARTESIAN COORDINATES (ANGSTROEM)
N -0.275 0.729 -1.970
C 0.017 0.299 -0.687
N -0.930 -0.551 -0.209
N 0.969 0.698 0.161
H 0.031 1.652 -2.262
H -0.768 0.170 -2.597
H -1.940 -0.573 -0.412
H -0.710 -0.789 0.809
H 1.556 1.483 -0.272
H 0.270 -0.132 2.543
H 1.044 -0.948 1.709
O 0.259 -1.098 2.341

Total charge = +1
LUMO energy (alpha / beta) = -3.96 / -8.59 eV
HOMO level (alpha / beta) = -15.888 / -15.862 eV
2S+1 = 2

***

Record 15
Here is an isolated molecule of CH7N3O3 from the Open Molecules 2025 dataset. Energies are from ωB97M-V/def2-TZVPD.

CARTESIAN COORDINATES (ANGSTROEM)
C -0.327 0.517 -0.623
N -2.487 -0.284 -0.200
N 1.192 -1.251 0.536
N 1.368 1.689 0.230
O -1.587 0.506 -0.994
O 0.223 -0.967 -0.546
O -0.018 1.233 0.521
H 0.199 0.886 -1.603
H -2.073 -0.479 0.716
H -2.595 -1.113 -0.824
H 0.789 -1.780 1.349
H 1.747 -1.986 0.120
H 1.655 2.163 1.152
H 1.914 0.868 0.166

Total charge = 0
LUMO energy = 0.81 eV
HOMO level = -9.530 eV

***

Record 16
Here is an isolated ion of composition CH7N3OP and charge +1 from the Open Molecules 2025 dataset. Energies are from ωB97M-V/def2-TZVPD.

CARTESIAN COORDINATES (ANGSTROEM)
C 0.467 -0.252 -0.085
N 1.830 -0.499 0.108
N 0.008 -0.056 -1.287
N -1.290 0.535 -1.524
O -0.295 -0.161 0.950
P -0.512 0.902 2.258
H 2.500 -0.687 -0.652
H 2.188 -0.566 1.001
H 0.724 0.227 -2.108
H -1.641 1.125 -0.742
H -2.025 -0.150 -1.742
H -1.918 1.214 1.783
H -1.038 -0.070 3.208

Total charge = +1
LUMO energy = -3.85 eV
HOMO level = -14.556 eV

***

Record 17
Here is an isolated ion of composition CH7N4OP and charge +2 from the Open Molecules 2025 dataset. Energies are from ωB97M-V/def2-TZVPD.

CARTESIAN COORDINATES (ANGSTROEM)
C 0.098 -1.173 0.724
N -0.484 -0.358 1.758
N -0.315 -0.722 -0.563
N -0.806 -0.670 2.901
N 1.296 1.933 -2.028
O -0.696 0.467 -2.748
P 0.202 0.665 -1.523
H 1.266 -1.110 0.676
H -0.332 -2.190 0.695
H -1.255 -0.303 -2.894
H -0.613 -1.503 3.389
H -1.353 -0.045 3.501
H 0.875 2.786 -2.396
H 2.117 2.223 -1.492

Total charge = +2
LUMO energy = -10.32 eV
HOMO level = -19.282 eV

***

Record 18
Here is an isolated molecule of CH7N5 from the Open Molecules 2025 dataset. Energies are from ωB97M-V/def2-TZVPD.

CARTESIAN COORDINATES (ANGSTROEM)
C 0.890 0.155 0.172
N -2.576 -0.174 -0.167
N 1.400 -1.144 0.203
N 1.777 1.240 0.228
N -0.391 0.346 -0.047
N -1.237 -0.638 -0.349
H -0.771 1.292 0.061
H -3.124 -1.003 0.045
H -2.936 0.218 -1.044
H 0.616 -1.786 0.123
H 2.081 -1.340 -0.522
H 1.544 1.921 0.939
H 2.726 0.913 0.357

Total charge = 0
LUMO energy (alpha / beta) = 0.86 / 0.86 eV
HOMO level (alpha / beta) = -6.143 / -6.143 eV

***

Record 19
Here is a 2-piece molecular cluster, CH7N5S overall from the Open Molecules 2025 dataset. Energies are from ωB97M-V/def2-TZVPD.

CARTESIAN COORDINATES (ANGSTROEM)
C -9.411 0.479 0.329
N -9.402 -0.453 -0.298
N 6.886 -0.475 0.319
N 8.016 0.414 -1.364
N -9.422 -1.576 -0.954
N 6.953 -0.233 -0.873
S 5.683 -1.296 1.160
H -9.438 1.338 0.964
H 8.696 0.963 -0.843
H 8.123 0.584 -2.435
H -9.715 -1.521 -1.915
H -9.037 -2.400 -0.383
H 6.362 -0.547 -1.940
H 6.348 -1.273 2.366

Total charge = +2
LUMO energy = -6.10 eV
HOMO level = -15.293 eV

***

Record 20
Here is CH7N6 as an isolated structure from the Open Molecules 2025 dataset. Energies are from ωB97M-V/def2-TZVPD.

CARTESIAN COORDINATES (ANGSTROEM)
C 1.348 -0.286 0.258
N -2.727 0.539 -0.113
N -2.415 -0.338 0.835
N -1.475 0.379 -0.572
N -1.117 -0.416 0.446
N 1.369 0.971 0.367
N 1.682 -0.933 -0.844
H 1.367 -0.785 1.315
H -0.767 0.821 -1.238
H 1.248 1.541 1.156
H 1.202 1.444 -0.521
H 1.801 -0.265 -1.708
H -2.941 -0.754 1.560
H 1.425 -1.918 -0.940

Total charge = +1
LUMO energy = -3.74 eV
HOMO level = -12.953 eV

***

Respective strongest force on any atom values: 3.73; 3.19; 3.97; 2.53; 3.10; 1.22; 5.70; 2.06; 4.24; 1.70; 4.05; 5.29; 2.48; 5.08; 4.16; 4.28; 5.49; 1.26; 4.49; 5.95 eV Å⁻¹.
Respective energy above the lowest of the compared OMol25 structures with the same formula, charge and spin values: 43.7; 44.6; 47.9; 11.8; 16.6; 15.4; 23.9; 20.1; 93.4; 1.5; 39.8; 56.8; 18.9; 12.4; 126.2; 23.7; 25.1; 28.8; 14.1; 110.3 kcal per mole.